The following is a quantum chemistry calculation of a 2-piece molecular cluster, C11H22N6O3S overall, from the OMol25 dataset.

Each line ends with the Löwdin charge.
Positions of all 43 atoms, in Å:
N1 1.624 0.412 -3.204  0.1589
C1 0.619 1.288 -3.358  -0.2530
N2 -0.767 0.953 -3.239  0.1934
C2 -1.355 2.246 -3.446  -0.5454
S1 -3.155 2.643 -3.392  0.7865
N3 -0.418 3.287 -3.703  0.1173
N4 0.785 2.711 -3.660  -0.0679
O1 1.999 3.222 -3.844  -0.0187
N5 1.922 4.626 -4.200  0.1307
O2 1.943 5.219 -3.098  0.1228
H1 2.188 0.019 -3.958  0.1355
H2 1.869 0.184 -2.224  0.1240
H3 -3.332 2.937 -2.042  -0.0865
H4 -0.620 4.280 -3.868  0.1811
C3 -2.233 -1.279 1.317  -0.0385
C4 -0.893 -1.899 0.853  -0.4856
C5 -0.422 -2.931 1.894  -0.1321
C6 0.081 -2.286 3.181  -0.1764
C7 1.167 -1.261 2.883  -0.1316
C8 0.774 -0.222 1.813  -0.4850
N6 0.120 -0.827 0.613  -0.0484
O3 1.089 -1.352 -0.158  -0.0495
C9 -0.163 0.842 2.427  -0.0392
C10 2.048 0.584 1.456  -0.0500
C11 -1.274 -2.647 -0.446  -0.0429
H5 -3.046 -2.004 1.230  0.0892
H6 -2.237 -0.973 2.361  0.0590
H7 -2.503 -0.417 0.701  0.0880
H8 0.384 -3.544 1.472  0.1275
H9 -1.235 -3.623 2.131  0.1292
H10 -0.744 -1.819 3.727  0.1059
H11 0.482 -3.060 3.841  0.1189
H12 1.444 -0.753 3.812  0.1287
H13 2.061 -1.804 2.553  0.1260
H14 -0.551 1.515 1.658  0.0864
H15 0.371 1.458 3.154  0.0877
H16 -1.006 0.422 2.972  0.0618
H17 2.867 -0.055 1.119  0.0776
H18 2.421 1.123 2.329  0.0886
H19 1.843 1.324 0.674  0.0765
H20 -1.617 -1.949 -1.216  0.0826
H21 -2.084 -3.356 -0.259  0.0884
H22 -0.447 -3.231 -0.855  0.0785

Properties
<S²>: 0.755
Lowest unoccupied orbital energy (spin up / spin down) (eV): -6.3 / -6.3
Multiplicity: 2
Net charge: +1
Gap between HOMO and LUMO (spin up / spin down) (Ha): 0.183 / 0.209



The following is a quantum chemistry calculation of C11H22O6SV as an isolated structure, from the OMol25 dataset.

Each line ends with the Löwdin charge.
Positions of all 41 atoms, in Å:
C1 -1.692 -1.608 1.759  -0.0704
C2 -2.277 -0.215 1.552  -0.2236
C3 -1.586 0.578 0.445  -0.2086
C4 -0.378 1.443 0.836  -0.0968
C5 1.062 0.894 0.553  -0.3843
C6 1.471 0.711 -0.955  -0.2489
C7 0.323 1.121 -1.876  -0.0558
C8 1.977 -0.682 -1.361  -0.1391
C9 1.068 -1.859 -0.962  -0.2334
C10 0.439 -2.583 -2.148  -0.0927
C11 1.977 2.029 1.077  -0.0982
O1 1.942 1.917 2.514  -0.1660
S1 1.693 0.407 2.937  0.6299
O2 0.466 0.303 3.661  -0.2151
O3 2.868 -0.202 3.446  -0.1838
O4 1.421 -0.158 1.450  -0.1463
H1 -1.781 -2.215 0.860  0.0785
H2 -2.285 -2.091 2.534  0.0898
H3 -0.666 -1.583 2.115  0.0640
H4 -3.311 -0.379 1.237  0.1061
H5 -2.339 0.352 2.479  0.1220
H6 -1.360 -0.087 -0.369  0.0421
H7 -2.396 1.323 0.039  0.1140
H8 -0.430 2.356 0.253  0.1048
H9 -0.492 1.757 1.870  0.1265
H10 2.301 1.393 -1.147  0.1413
H11 -0.168 2.031 -1.539  0.0735
H12 0.681 1.307 -2.887  0.1020
H13 -0.364 0.272 -1.909  0.0504
H14 2.992 -0.795 -0.987  0.1244
H15 2.056 -0.674 -2.450  0.1187
H16 1.669 -2.567 -0.396  0.1211
H17 0.299 -1.528 -0.268  0.0711
H18 -0.308 -3.285 -1.775  0.0750
H19 -0.083 -1.913 -2.832  0.0614
H20 1.178 -3.187 -2.669  0.0827
H21 3.009 1.779 0.831  0.1466
H22 1.682 3.023 0.766  0.1508
O5 -4.239 2.115 -2.814  -0.2485
V1 -3.253 1.024 -2.183  1.2627
O6 -3.166 -0.523 -1.689  -0.2479

Properties
Lowest unoccupied orbital energy (eV): -8.6
Multiplicity: 1
Net charge: +1
Gap between HOMO and LUMO (Ha): 0.192



The following is a quantum chemistry calculation of C11H23Br3O8S2 as an isolated structure, from the OMol25 dataset.

Each line ends with the Löwdin charge.
Positions of all 47 atoms, in Å:
O1 6.321 2.983 -1.222  0.0335
C1 5.111 2.831 -0.843  -0.4529
O2 4.515 3.824 -0.252  0.0388
C2 3.148 3.530 0.215  -0.1114
C3 2.775 2.227 -0.477  -0.2837
C4 4.113 1.722 -1.190  -0.0544
H1 2.528 4.378 -0.073  0.1250
H2 3.111 3.483 1.304  0.1134
H3 2.052 2.509 -1.243  0.1165
H4 2.382 1.381 0.087  -0.2542
H5 4.072 1.540 -2.264  0.1235
H6 4.429 0.746 -0.820  0.0958
O3 -0.331 -0.028 0.049  -0.4368
S1 -1.365 0.748 0.708  0.7326
O4 -1.562 2.168 0.506  -0.2670
O5 -2.852 0.043 0.532  -0.2646
C5 -3.980 0.738 1.090  -0.2744
C6 -4.982 -0.215 1.665  -0.0583
C7 -1.089 0.531 2.581  -0.0865
H7 -4.378 1.208 0.191  0.1301
H8 -3.656 1.508 1.791  0.1099
H9 -4.729 -0.637 2.638  0.0826
H10 -5.141 -0.989 0.915  0.0866
H11 -5.993 0.188 1.722  0.0862
H12 -0.174 0.986 2.962  0.0641
H13 -1.167 -0.531 2.815  0.0574
H14 -1.861 0.994 3.196  0.0634
O6 -2.781 -2.772 -2.492  -0.2801
S2 -1.661 -3.477 -1.948  0.7105
O7 -1.542 -4.927 -1.927  -0.2904
O8 -0.221 -2.756 -2.569  -0.2633
C8 -0.270 -1.399 -2.656  -0.3280
C9 0.827 -0.748 -1.816  -0.2102
C10 -1.357 -2.927 -0.198  -0.1592
H15 -1.198 -0.872 -2.437  0.1195
H16 -0.030 -1.213 -3.703  0.1263
H17 0.570 -0.755 -0.757  -0.0967
H18 1.073 0.296 -2.008  0.0863
H19 1.800 -1.234 -1.887  0.0331
H20 -0.281 -2.951 -0.029  -0.1733
H21 -1.944 -3.537 0.489  0.0839
H22 -1.612 -1.871 -0.292  0.0241
C11 1.369 -1.310 1.487  -1.2240
Br1 1.474 -2.646 0.017  0.9285
Br2 2.503 0.388 1.289  0.9459
Br3 1.650 -2.185 3.283  0.5400
H23 0.337 -0.968 1.570  -0.0880

Properties
Lowest unoccupied orbital energy (eV): -1.1
Multiplicity: 1
Net charge: 0
Gap between HOMO and LUMO (Ha): 0.312



The following is a quantum chemistry calculation of C11H23ClEuNO6P2 as an isolated structure, from the OMol25 dataset.

Each line ends with the Löwdin charge.
Positions of all 45 atoms, in Å:
Eu1 0.398 1.301 1.056  1.2388
P1 2.177 -1.008 0.983  0.7556
C1 2.397 -1.407 -0.788  -0.3136
C2 1.076 -1.561 -1.506  -0.3254
N1 -0.017 -0.906 -1.057  0.0687
C3 -1.204 -1.243 -1.609  -0.3301
C4 -1.324 -2.122 -2.688  -0.0195
C5 -0.178 -2.695 -3.222  -0.0230
C6 1.038 -2.431 -2.600  -0.0110
C7 -2.501 -0.707 -1.055  -0.2952
P2 -2.233 0.757 0.002  0.7968
H1 1.973 -2.916 -2.884  0.1255
H2 -2.336 -2.307 -3.060  0.1265
H3 -0.240 -3.348 -4.093  0.1238
H4 -3.164 -0.405 -1.883  0.1025
H5 -3.018 -1.490 -0.470  0.1166
H6 3.010 -0.619 -1.267  0.1053
H7 2.937 -2.363 -0.856  0.0970
H8 1.555 4.091 -1.532  0.0473
O1 1.846 3.243 -1.967  -0.1201
H9 2.442 3.578 -2.676  0.0568
H10 -1.175 4.721 0.729  0.0068
O2 -0.967 5.109 -0.140  -0.1050
H11 -1.332 6.020 -0.068  0.0613
C8 -2.561 1.973 -1.337  -0.2440
H12 -3.577 1.740 -1.694  0.0630
H13 -2.489 2.993 -0.937  0.0279
H14 -1.829 1.863 -2.152  0.0626
C9 -3.837 0.822 0.827  -0.2268
H15 -3.848 1.738 1.428  0.0549
H16 -4.608 0.841 0.052  0.0727
H17 -3.947 -0.038 1.496  0.0657
C10 2.279 -2.678 1.695  -0.2501
H18 3.260 -3.099 1.440  0.0523
H19 2.173 -2.587 2.782  0.0517
H20 1.478 -3.332 1.335  0.0564
C11 3.876 -0.492 1.369  -0.2848
H21 3.909 -0.246 2.438  0.0518
H22 4.542 -1.337 1.145  0.0531
H23 4.161 0.401 0.800  0.0433
O3 0.088 -1.365 4.803  -0.3094
Cl1 -0.020 0.024 4.452  0.7006
O4 -1.104 0.668 5.142  -0.3080
O5 1.242 0.721 4.629  -0.3565
O6 -0.348 0.099 2.937  -0.6630

Properties
<S²>: 15.762
Lowest unoccupied orbital energy (spin up / spin down) (eV): -3.0 / -7.3
Multiplicity: 8
Net charge: +1
Gap between HOMO and LUMO (spin up / spin down) (Ha): 0.176 / 0.101



The following is a quantum chemistry calculation of C11H23CuFNO2P2 as an isolated structure, from the OMol25 dataset.

Each line ends with the Löwdin charge.
Positions of all 41 atoms, in Å:
Cu1 1.187 0.888 0.342  0.1138
P1 -0.386 2.113 -0.450  0.7966
C1 -1.772 1.178 -1.081  -0.1827
C2 -1.414 -0.114 -1.534  -0.3395
N1 -0.137 -0.540 -1.223  0.0286
C3 0.329 -1.757 -1.540  -0.3010
C4 -0.334 -2.533 -2.511  0.0076
C5 -1.592 -2.090 -2.951  -0.0358
C6 -2.182 -0.953 -2.402  0.0076
C7 1.685 -2.159 -0.914  -0.2434
P2 1.862 -1.142 0.619  0.8025
H1 -3.200 -0.643 -2.650  0.1208
H2 0.133 -3.452 -2.881  0.1262
H3 -2.172 -2.733 -3.611  0.1183
H4 1.796 -3.234 -0.673  0.1046
H5 2.535 -1.860 -1.554  0.1012
H6 -2.590 0.672 0.931  -0.0089
H7 -2.758 1.563 -1.349  0.1100
H8 -1.031 0.507 2.887  0.0171
O1 -2.779 0.663 1.875  -0.0451
H9 -3.248 -0.185 1.925  0.0747
H10 1.070 1.236 2.454  0.0503
O2 -0.197 0.421 3.364  -0.0515
H11 -0.336 0.693 4.289  0.0948
C8 0.849 -2.152 1.737  -0.2396
H12 1.171 -3.195 1.639  0.0571
H13 0.942 -1.789 2.765  0.0425
H14 -0.199 -2.079 1.435  0.0477
C9 3.555 -1.431 1.189  -0.2487
H15 3.694 -0.879 2.128  0.0543
H16 3.729 -2.504 1.350  0.0577
H17 4.243 -1.013 0.442  0.0536
C10 0.072 2.914 -2.034  -0.2268
H18 -0.841 3.383 -2.436  0.0606
H19 0.882 3.635 -1.867  0.0570
H20 0.428 2.113 -2.697  0.0513
C11 -1.109 3.463 0.544  -0.2327
H21 -0.288 4.050 0.984  0.0585
H22 -1.718 4.097 -0.121  0.0568
H23 -1.719 3.017 1.346  0.0395
F1 1.837 1.835 2.234  -0.1557

Properties
<S²>: 0.790
Lowest unoccupied orbital energy (spin up / spin down) (eV): -2.7 / -4.9
Multiplicity: 2
Net charge: +1
Gap between HOMO and LUMO (spin up / spin down) (Ha): 0.315 / 0.236



The following is a quantum chemistry calculation of a 2-piece molecular cluster, C11H23FO4Si overall, from the OMol25 dataset.

Each line ends with the Löwdin charge.
Positions of all 40 atoms, in Å:
C1 -1.743 3.185 4.718  -0.1384
C2 -1.450 2.309 3.329  -0.2420
C3 -2.693 2.438 2.268  -0.3345
F1 -2.962 3.834 1.815  -0.1341
Si1 -2.552 1.333 0.698  0.6270
O1 -3.708 2.014 -0.490  -0.2789
C4 -0.833 1.350 -0.167  -0.2860
C5 0.434 0.928 0.785  -0.2293
C6 1.366 -0.298 0.133  -0.2069
O2 0.614 -1.542 -0.090  -0.2888
C7 0.137 -2.143 1.165  -0.1114
H1 -1.525 4.315 4.502  0.0787
H2 -1.072 2.840 5.623  0.0788
H3 -2.886 3.100 5.002  0.0817
H4 -1.247 1.202 3.707  0.1184
H5 -0.423 2.689 2.894  0.1089
H6 -3.668 2.076 2.854  0.1315
H7 -3.004 -0.064 0.902  -0.0009
H8 -3.166 2.227 -1.327  0.0641
H9 -0.885 0.527 -1.030  0.0966
H10 -0.625 2.378 -0.734  0.1035
H11 0.149 0.559 1.859  0.0758
H12 1.164 1.872 0.799  0.1291
H13 2.254 -0.457 0.914  0.1388
H14 1.879 0.036 -0.884  0.1332
H15 -0.692 -1.464 1.684  0.0865
H16 -0.382 -3.169 0.939  0.1057
H17 1.018 -2.317 1.940  0.1119
O3 3.885 -1.080 -2.189  0.0902
C8 3.139 -1.655 -2.965  -0.4586
O4 3.129 -1.454 -4.315  0.0293
C9 2.063 -2.206 -4.892  -0.1723
C10 1.764 -3.299 -3.900  -0.1667
C11 2.078 -2.641 -2.580  -0.0921
H18 1.208 -1.539 -5.046  0.1288
H19 2.377 -2.609 -5.860  0.1277
H20 0.739 -3.674 -3.968  0.1208
H21 2.445 -4.143 -4.061  0.1226
H22 1.216 -2.100 -2.179  0.1134
H23 2.456 -3.363 -1.852  0.1374

Properties
Lowest unoccupied orbital energy (eV): 0.6
Multiplicity: 1
Net charge: 0
SMILES: CC[C@@H](F)[Si@@H](O)CCCOC.O=C1CCCO1
Gap between HOMO and LUMO (Ha): 0.387



Values for total energy, eV, ordered as above
-37665.9191, -60558.9411, -259948.6078, -75965.1182, -83294.8570, -30562.5593